Entry 1:
{"formula": "C46H54BiFIN8O5", "method": "ωB97M-V/def2-TZVPD", "relative_energy_kj_mol": 0.0, "homo_lumo_gap_ev": [6.755, 4.450], "lumo_ev": [-2.8, -2.8], "total_charge": 1, "symbols": ["Bi", "N", "C", "C", "N", "C", "C", "N", "C", "C", "N", "H", "H", "H", "H", "H", "H", "C", "C", "C", "C", "C", "C", "C", "C", "N", "C", "C", "C", "C", "N", "C", "C", "C", "C", "C", "C", "C", "C", "H", "H", "H", "H", "H", "H", "H", "H", "H", "H", "H", "H", "H", "H", "H", "H", "H", "H", "H", "H", "H", "H", "H", "H", "C", "C", "C", "C", "C", "C", "C", "F", "C", "C", "C", "O", "C", "C", "N", "C", "C", "O", "O", "H", "H", "H", "H", "H", "H", "H", "H", "H", "H", "H", "I", "C", "H", "H", "C", "C", "C", "O", "H", "H", "H", "H", "H", "H", "C", "C", "N", "O", "H", "H", "H", "H", "H"], "positions_angstrom": [[10.19, 14.66, 12.24], [14.94, 14.02, 13.40], [14.77, 14.19, 14.78], [13.76, 15.14, 14.93], [13.37, 15.61, 13.71], [14.07, 14.92, 12.80], [13.89, 15.13, 11.34], [12.86, 15.85, 10.85], [12.98, 15.79, 9.49], [14.07, 15.06, 9.12], [14.65, 14.62, 10.32], [15.43, 13.29, 12.93], [15.37, 13.65, 15.50], [13.25, 15.52, 15.83], [12.21, 16.25, 8.91], [14.52, 14.70, 8.18], [15.48, 14.06, 10.46], [10.13, 19.19, 12.97], [10.68, 18.73, 14.26], [11.79, 19.39, 14.82], [12.31, 19.01, 16.04], [11.68, 18.01, 16.72], [10.63, 17.25, 16.16], [10.13, 16.11, 16.98], [10.04, 17.63, 14.93], [9.13, 16.87, 14.20], [7.87, 16.84, 14.52], [7.23, 17.68, 15.59], [6.95, 15.94, 13.79], [5.64, 15.66, 14.45], [7.34, 15.39, 12.66], [6.47, 14.65, 11.84], [6.35, 13.23, 12.04], [6.59, 12.52, 13.33], [5.76, 12.45, 11.03], [5.25, 13.02, 9.85], [5.35, 14.40, 9.68], [5.92, 15.21, 10.69], [5.97, 16.70, 10.41], [10.88, 19.84, 12.51], [9.15, 19.71, 13.13], [9.90, 18.41, 12.22], [12.37, 20.12, 14.20], [13.20, 19.58, 16.49], [12.04, 17.69, 17.68], [10.98, 15.67, 17.55], [9.58, 15.36, 16.36], [9.39, 16.41, 17.73], [8.02, 18.17, 16.15], [6.60, 17.09, 16.31], [6.57, 18.45, 15.13], [4.98, 16.52, 14.45], [5.80, 15.32, 15.50], [5.15, 14.84, 13.89], [7.41, 12.92, 13.92], [6.87, 11.45, 13.07], [5.66, 12.39, 13.94], [5.59, 11.37, 11.21], [4.79, 12.40, 9.06], [5.01, 14.91, 8.83], [5.90, 16.83, 9.29], [6.87, 17.10, 10.87], [5.09, 17.21, 10.88], [11.50, 7.67, 9.82], [10.82, 8.46, 8.72], [9.53, 7.74, 8.32], [8.78, 8.54, 7.25], [8.69, 10.01, 7.57], [7.92, 10.89, 6.78], [7.76, 12.23, 7.15], [6.97, 13.05, 6.42], [8.39, 12.73, 8.26], [9.31, 11.93, 8.97], [10.04, 12.49, 10.07], [9.62, 13.71, 10.41], [11.20, 11.78, 10.51], [11.39, 10.50, 9.99], [10.53, 9.84, 9.19], [9.49, 10.56, 8.59], [12.26, 12.29, 11.47], [13.37, 11.80, 11.48], [11.92, 13.30, 12.28], [11.67, 6.65, 9.52], [10.83, 7.66, 10.74], [12.45, 8.11, 10.08], [11.50, 8.56, 7.82], [8.86, 7.55, 9.19], [9.84, 6.77, 7.91], [7.79, 8.17, 7.03], [9.39, 8.47, 6.29], [7.35, 10.49, 5.93], [8.18, 13.72, 8.62], [12.26, 9.94, 10.24], [15.80, 19.24, 11.30], [13.80, 19.35, 11.67], [13.28, 18.40, 11.74], [13.40, 20.33, 11.57], [10.06, 11.06, 14.37], [10.17, 12.51, 14.86], [10.88, 12.70, 16.16], [9.62, 13.49, 14.30], [9.73, 10.43, 15.17], [11.05, 10.71, 14.03], [9.35, 11.02, 13.52], [11.65, 11.97, 16.25], [10.25, 12.51, 17.07], [11.22, 13.75, 16.23], [9.37, 17.42, 8.21], [9.83, 17.65, 9.61], [10.27, 18.91, 9.88], [9.79, 16.79, 10.49], [8.46, 18.03, 7.98], [9.12, 16.35, 8.16], [10.24, 17.69, 7.56], [10.20, 19.59, 9.11], [10.91, 19.09, 10.64]]}



Entry 2:
{"formula": "C46H56BiBrF6N6O4S2Si", "method": "ωB97M-V/def2-TZVPD", "relative_energy_kj_mol": 48.6, "homo_lumo_gap_ev": 4.559, "lumo_ev": -1.7, "total_charge": 0, "symbols": ["Bi", "C", "Si", "C", "C", "C", "C", "C", "C", "N", "C", "S", "H", "H", "H", "H", "H", "H", "H", "H", "H", "H", "H", "H", "C", "C", "N", "C", "C", "C", "O", "O", "C", "O", "C", "C", "C", "F", "C", "C", "C", "N", "C", "C", "N", "C", "C", "H", "H", "H", "H", "H", "H", "H", "H", "H", "H", "H", "H", "H", "H", "H", "H", "H", "H", "C", "C", "C", "C", "C", "C", "C", "Br", "C", "O", "C", "C", "C", "C", "C", "C", "H", "H", "H", "H", "H", "H", "H", "H", "H", "H", "H", "H", "H", "H", "H", "H", "H", "H", "H", "H", "F", "C", "C", "C", "F", "C", "F", "C", "F", "C", "F", "C", "N", "C", "N", "S", "H", "H", "H", "H", "H", "H"], "positions_angstrom": [[0.31, 0.31, -0.27], [4.77, -3.68, -3.47], [2.97, -4.08, -3.05], [2.89, -4.73, -1.29], [2.33, -5.49, -4.16], [1.98, -2.55, -3.60], [1.94, -2.24, -4.95], [1.26, -1.12, -5.42], [0.61, -0.33, -4.50], [0.63, -0.58, -3.19], [1.30, -1.65, -2.74], [1.30, -1.90, -1.02], [5.41, -4.55, -3.31], [5.14, -2.88, -2.82], [4.90, -3.36, -4.50], [3.42, -5.69, -1.24], [1.86, -4.89, -0.97], [3.35, -4.04, -0.58], [2.89, -6.40, -3.96], [2.43, -5.27, -5.22], [1.28, -5.69, -3.95], [2.45, -2.88, -5.66], [1.25, -0.87, -6.48], [0.04, 0.54, -4.80], [-5.39, 1.11, -5.72], [-5.79, 0.02, -4.73], [-4.69, -0.33, -3.84], [-4.51, 0.42, -2.71], [-3.49, 0.28, -1.84], [-3.25, 1.40, -0.83], [-4.19, 1.69, -0.07], [-2.13, 1.93, -0.97], [-2.58, -0.83, -1.98], [-1.66, -1.18, -1.22], [-2.79, -1.63, -3.20], [-1.94, -2.71, -3.44], [-1.98, -3.37, -4.64], [-1.19, -4.44, -4.85], [-2.82, -2.94, -5.66], [-3.73, -1.93, -5.40], [-3.77, -1.29, -4.15], [-2.74, -3.46, -6.99], [-3.89, -4.13, -7.57], [-3.95, -3.72, -9.07], [-2.66, -3.04, -9.37], [-1.51, -3.92, -9.01], [-1.50, -4.05, -7.46], [-6.23, 1.36, -6.37], [-4.55, 0.79, -6.34], [-5.09, 2.01, -5.19], [-6.13, -0.88, -5.25], [-6.62, 0.37, -4.11], [-5.25, 1.19, -2.54], [-1.24, -3.00, -2.67], [-4.39, -1.61, -6.20], [-4.80, -3.82, -7.05], [-3.80, -5.22, -7.48], [-4.76, -3.02, -9.27], [-4.06, -4.58, -9.72], [-2.61, -2.28, -8.67], [-2.61, -2.68, -10.32], [-0.59, -3.48, -9.38], [-1.64, -4.88, -9.50], [-0.67, -3.50, -7.03], [-1.40, -5.10, -7.18], [4.16, 7.04, -1.35], [4.79, 6.02, -0.38], [6.29, 5.92, -0.66], [4.58, 6.53, 1.04], [4.15, 4.65, -0.60], [3.61, 3.90, 0.43], [3.05, 2.67, 0.15], [2.33, 1.63, 1.58], [2.93, 2.11, -1.13], [2.35, 0.95, -1.32], [3.52, 2.88, -2.19], [4.10, 4.09, -1.88], [3.45, 2.38, -3.63], [4.02, 0.95, -3.74], [4.23, 3.26, -4.60], [1.97, 2.40, -4.05], [4.57, 8.04, -1.16], [3.08, 7.08, -1.22], [4.37, 6.79, -2.39], [6.78, 6.89, -0.49], [6.48, 5.63, -1.70], [6.75, 5.18, -0.01], [5.04, 7.52, 1.15], [5.05, 5.87, 1.77], [3.52, 6.62, 1.28], [3.64, 4.23, 1.46], [4.56, 4.65, -2.69], [5.09, 0.96, -3.52], [3.87, 0.56, -4.75], [3.53, 0.29, -3.04], [5.29, 3.31, -4.33], [3.83, 4.27, -4.65], [4.16, 2.83, -5.61], [1.39, 1.75, -3.39], [1.86, 2.04, -5.08], [1.58, 3.41, -3.99], [2.39, -1.46, 1.96], [1.12, -1.53, 2.41], [0.09, -0.97, 1.69], [-1.18, -1.16, 2.19], [-2.25, -0.70, 1.54], [-1.42, -1.84, 3.38], [-2.67, -1.99, 3.85], [-0.36, -2.36, 4.09], [-0.57, -3.02, 5.23], [0.92, -2.21, 3.60], [1.96, -2.71, 4.29], [-3.01, 2.19, 6.21], [-1.91, 2.13, 5.28], [-2.02, 2.00, 3.93], [-3.23, 1.81, 3.42], [-0.62, 2.07, 3.01], [-2.61, 2.17, 7.22], [-3.66, 1.31, 6.09], [-3.61, 3.09, 6.09], [-0.98, 2.34, 5.59], [-4.05, 1.81, 4.00], [-3.37, 1.76, 2.40]]}